Density functional theory data (the ωB97M-V functional and the def2-TZVPD basis) for 5 unconnected molecules or ions with the total composition C23H54N3O6 in a non-equilibrium geometry.

Geometry (Å):
C: 0.27213 -4.25514 -0.01637
C: -1.17474 -3.82541 0.35155
C: -1.22025 -2.28751 0.60186
N: -2.60317 -1.71898 0.96116
C: -3.56650 -1.99000 -0.18521
C: -4.93262 -1.39516 -0.00766
C: -4.86091 0.08598 0.31225
C: -3.87623 0.36468 1.41050
C: -2.48878 -0.24131 1.14431
C: -3.08215 -2.36234 2.18562
H: 0.95020 -4.02193 0.75985
H: 0.50529 -3.65586 -0.93260
H: 0.32736 -5.32226 -0.19728
H: -1.47753 -4.20176 1.34679
H: -1.80544 -4.22274 -0.47695
H: -0.85856 -1.73001 -0.25987
H: -0.59128 -1.99761 1.41942
H: -3.07143 -1.70925 -1.17655
H: -3.58427 -3.10570 -0.14950
H: -5.42483 -1.59397 -0.93078
H: -5.38418 -1.88555 0.81963
H: -4.57583 0.59408 -0.61609
H: -5.90821 0.47845 0.57269
H: -3.66098 1.47807 1.46518
H: -4.32763 0.06792 2.42010
H: -2.06064 0.08213 0.17251
H: -1.79264 -0.06838 1.95613
H: -4.08936 -2.07450 2.29716
H: -2.52695 -2.00149 3.07343
H: -3.04920 -3.39792 2.12860
C: -1.28065 2.92030 0.46030
N: -0.90991 3.89085 -0.55468
C: -1.37039 5.23607 -0.14367
C: 0.58278 3.89018 -0.51843
C: -1.37214 3.67129 -2.02646
C: -0.90642 2.40017 -2.65526
O: -1.48249 1.30460 -1.96449
H: -0.96073 3.36795 1.40136
H: -0.74253 2.07275 0.21621
H: -2.35464 2.80738 0.37697
H: -1.08511 5.94022 -0.93261
H: -0.95780 5.48547 0.87586
H: -2.47776 5.16741 -0.13181
H: 0.95555 4.77025 -0.90930
H: 1.08886 3.05434 -1.01508
H: 0.83926 3.86073 0.59109
H: -1.11435 4.55671 -2.54960
H: -2.47599 3.73740 -1.95757
H: 0.17469 2.25322 -2.76673
H: -1.22740 2.35374 -3.70399
H: -0.78652 0.83665 -1.42232
C: 4.33453 -4.09416 -1.90520
N: 4.42992 -2.72807 -1.45285
C: 3.55503 -2.44960 -0.25014
C: 5.80385 -2.48859 -0.96217
C: 4.09652 -1.71582 -2.53972
C: 2.67103 -1.90585 -3.16073
O: 1.67362 -1.82983 -2.18131
H: 4.44883 -4.67557 -1.01828
H: 5.14901 -4.36553 -2.59502
H: 3.33511 -4.08523 -2.35742
H: 2.52554 -2.43684 -0.50677
H: 3.90821 -1.53347 0.20971
H: 3.76890 -3.21567 0.51204
H: 6.56062 -2.44535 -1.87115
H: 5.95217 -3.36297 -0.27161
H: 5.88436 -1.52254 -0.47672
H: 4.84230 -1.86341 -3.38434
H: 4.21054 -0.74432 -2.01180
H: 2.57702 -2.82119 -3.75834
H: 2.57463 -1.05946 -3.87490
H: 1.51611 -0.85017 -1.90913
C: 0.62631 4.56995 4.84694
C: 0.17811 4.16473 3.47178
O: 1.08700 3.59791 2.80490
O: -0.98486 4.46172 3.04363
H: 0.23243 5.54599 5.07442
H: 1.72361 4.60589 4.84539
H: 0.20595 3.91308 5.63658
C: 1.62050 0.66695 1.37348
C: 1.54299 0.39481 -0.14118
O: 0.36976 0.02038 -0.53072
O: 2.51433 0.42534 -0.92737
H: 0.59834 0.66525 1.77150
H: 2.10936 1.65880 1.59036
H: 2.16139 -0.16139 1.78649

Cartesian forces, eV/Å:
C -1.43 0.97 -1.13
C 0.23 0.34 0.83
C -0.72 -0.43 -1.37
N 0.92 -0.49 -0.94
C 1.50 -1.60 -0.79
C 1.07 0.55 0.48
C -1.68 0.65 -0.78
C 0.48 1.53 1.39
C -0.60 -0.12 -0.70
C 0.34 1.68 1.05
H 0.85 0.39 0.85
H 0.27 -0.74 0.62
H -0.06 -0.09 -0.21
H 0.13 -0.78 -0.81
H 0.04 0.63 0.83
H -0.13 0.10 -0.03
H 0.45 -0.06 0.57
H -0.45 -0.04 1.52
H -0.44 0.80 -0.47
H -0.86 -0.16 -0.49
H -0.93 -0.68 0.41
H 0.13 0.20 0.18
H 1.54 -0.54 -0.27
H -0.51 -1.24 0.18
H 0.89 0.38 -1.25
H -0.25 0.29 0.78
H 0.17 0.18 0.05
H -1.11 0.22 0.46
H -0.09 -0.18 -0.63
H 0.20 -1.80 -0.24
C -1.48 1.03 0.11
N 1.76 0.77 -2.19
C -0.67 0.36 0.47
C 0.52 -1.21 2.45
C -1.10 -0.02 1.89
C -0.08 -1.23 -0.35
O 0.21 -0.43 0.15
H -0.31 -0.18 0.47
H 0.67 -2.02 -0.03
H -0.21 -0.35 0.28
H 0.08 0.01 0.41
H -0.52 -0.32 -1.02
H 0.60 0.28 0.30
H 0.62 1.93 -0.99
H -0.70 -0.06 0.10
H 0.00 0.03 -1.14
H 0.78 0.76 -0.55
H 0.43 -0.55 -0.13
H 0.02 0.42 0.50
H -0.37 0.31 0.16
H -0.15 0.28 -0.59
C -0.73 -0.09 -0.85
N 0.44 2.34 0.36
C 1.16 -0.87 1.16
C 1.90 -0.77 -1.40
C 0.18 -0.30 -0.92
C 0.63 1.53 0.40
O -0.85 0.93 -0.43
H -0.36 -0.91 0.36
H -0.50 0.38 0.02
H 0.38 -1.19 0.09
H -0.56 0.10 -0.26
H -0.37 0.38 -0.38
H -0.06 -0.08 -0.44
H -1.55 -0.54 1.90
H 0.64 1.16 -0.53
H -0.13 -0.07 0.23
H -0.61 0.29 1.18
H -0.27 -0.44 -0.76
H 0.04 0.07 0.33
H 0.14 -0.45 0.19
H 0.39 -1.71 -0.36
C -0.22 0.02 0.83
C 0.01 0.11 -0.93
O -0.50 -0.25 -0.68
O 0.83 -0.29 0.38
H -0.14 0.52 0.10
H -0.43 -0.21 0.33
H 0.46 0.12 -0.48
C 0.10 1.36 -1.08
C -0.98 -0.32 0.12
O 0.49 0.34 -0.12
O -0.09 0.36 0.71
H 0.41 0.14 -0.01
H -0.43 -1.13 0.01
H 0.55 -0.31 0.55

## Properties
total charge = +1
electronic energy = -1524.12901 hartree
relative energy (zero: lowest compared OMol25 entry of this formula, charge and spin) = 0.000 eV
multiplicity = 1

=====

Density functional theory data (the ωB97M-V functional and the def2-TZVPD basis) for 6 unconnected molecules or ions with the total composition C23H54NO22P5 in a non-equilibrium geometry.

Geometry (Å):
N: 5.81861 -3.43437 0.29218
C: 6.63247 -3.08771 -0.88281
C: 5.90388 -1.99176 -1.70506
C: 4.41335 -2.19629 -1.64757
C: 3.62452 -1.24599 -1.14672
C: 2.16821 -1.47697 -1.04928
O: 1.48358 -0.78717 -0.31532
C: 1.56067 -2.58668 -1.82184
C: 2.34367 -3.53202 -2.31984
C: 3.82002 -3.47056 -2.14786
O: 4.49720 -4.44805 -2.40552
H: 5.85386 -4.42637 0.47089
H: 6.11176 -2.93502 1.11898
H: 7.62794 -2.76040 -0.58313
H: 6.66688 -3.98819 -1.48698
H: 6.24078 -2.01162 -2.74234
H: 6.13100 -1.03002 -1.24707
H: 4.01913 -0.30558 -0.79153
H: 0.48712 -2.58695 -1.94245
H: 1.94050 -4.37747 -2.85975
C: 1.61902 -0.08722 3.23464
O: 2.39890 1.00097 3.74050
P: 1.74090 2.30176 4.42357
O: 0.31475 1.95893 4.65103
O: 2.03421 3.24078 3.15048
C: 1.20411 3.11059 1.99866
O: 1.97995 3.56752 5.40843
C: 2.32667 3.30184 6.78247
H: 1.94793 -1.01150 3.70915
H: 0.55219 0.03322 3.39176
H: 1.82303 -0.14979 2.16610
H: 0.20427 2.76886 2.26659
H: 1.65202 2.41553 1.28547
H: 1.13434 4.09218 1.53593
H: 3.23738 2.70720 6.85231
H: 1.50675 2.78668 7.28503
H: 2.50032 4.26059 7.26211
C: -3.12271 2.91824 3.04010
O: -4.12975 2.09602 2.43852
P: -4.82507 2.47423 1.05395
O: -4.09082 3.59060 0.42812
O: -6.23386 2.89020 1.72416
C: -6.35871 4.18189 2.31161
O: -5.61274 1.69379 -0.10964
C: -4.89232 0.67992 -0.84484
H: -2.22896 2.32038 3.21501
H: -2.85563 3.79357 2.45499
H: -3.50508 3.24911 4.00465
H: -5.69456 4.90526 1.83726
H: -6.14250 4.13178 3.38108
H: -7.38945 4.50384 2.17961
H: -4.51354 -0.08381 -0.16551
H: -4.06620 1.12568 -1.40057
H: -5.58250 0.20953 -1.53923
C: 10.77092 -8.83606 0.09342
O: 9.92954 -7.72846 -0.23856
P: 10.39891 -6.21902 -0.04617
O: 11.84516 -6.17826 0.23097
O: 9.47830 -5.89293 1.23216
C: 9.93325 -6.28565 2.52308
O: 9.97953 -4.84906 -0.75920
C: 10.14316 -4.80948 -2.19640
H: 10.88094 -9.47552 -0.78087
H: 11.75291 -8.53029 0.44255
H: 10.26305 -9.39822 0.87596
H: 11.02203 -6.31338 2.56915
H: 9.52604 -7.26527 2.78395
H: 9.56405 -5.55355 3.23781
H: 9.57532 -5.60587 -2.67784
H: 11.19839 -4.89659 -2.45738
H: 9.76124 -3.85270 -2.53964
C: -8.00537 9.86910 -0.29493
O: -7.11903 9.24544 -1.22414
P: -5.67910 8.70527 -0.79282
O: -5.58150 8.69894 0.67828
O: -4.82677 9.86225 -1.51633
C: -4.65886 11.10772 -0.85008
O: -4.73059 7.56545 -1.37277
C: -5.26478 6.21982 -1.44009
H: -8.95722 9.33956 -0.29763
H: -7.60896 9.89209 0.71621
H: -8.17173 10.88736 -0.64514
H: -4.69336 10.98737 0.23310
H: -5.43032 11.81306 -1.16907
H: -3.68634 11.50372 -1.13423
H: -6.17277 6.19559 -2.04374
H: -5.47070 5.84509 -0.43886
H: -4.51537 5.58938 -1.90570
C: -8.28170 -5.59661 -3.91299
O: -7.63480 -4.37934 -4.27236
P: -6.16688 -3.89660 -3.70332
O: -5.75307 -5.21907 -3.12507
O: -6.83201 -2.84854 -2.67536
C: -7.60528 -3.36211 -1.59507
O: -4.69403 -3.17051 -3.44804
C: -3.68257 -3.31444 -4.46076
H: -8.50989 -6.16410 -4.81503
H: -7.69391 -6.21216 -3.24276
H: -9.22029 -5.31731 -3.43136
H: -7.25786 -4.35140 -1.29640
H: -8.65982 -3.40670 -1.87154
H: -7.49186 -2.67162 -0.76247
H: -4.02497 -2.93174 -5.42151
H: -3.39600 -4.36292 -4.55828
H: -2.82249 -2.73090 -4.14323

Cartesian forces, eV/Å:
N 0.06 0.09 -0.10
C -0.78 -0.13 0.15
C 0.10 -0.65 0.52
C 0.52 0.52 -0.09
C -0.43 -0.60 -0.52
C -0.19 0.60 0.53
O -0.09 0.01 -0.17
C 0.23 0.13 -0.08
C -0.02 0.02 -0.12
C 0.02 -0.50 0.06
O -0.08 0.39 -0.12
H 0.10 0.00 0.16
H 0.02 -0.08 0.08
H 0.15 -0.04 -0.30
H 0.39 0.03 -0.09
H 0.12 0.11 -0.01
H -0.04 0.19 -0.26
H -0.09 0.03 0.22
H -0.08 -0.01 0.19
H 0.14 -0.13 0.00
C -0.06 -0.73 0.07
O 1.60 0.42 1.64
P -4.41 1.59 -3.59
O 0.30 -0.43 0.44
O -0.12 0.66 0.29
C 0.18 -0.20 -0.18
O 2.54 -1.80 0.87
C -0.20 0.05 0.14
H 0.03 0.05 0.04
H 0.04 0.27 0.18
H 0.05 0.09 0.02
H 0.01 -0.01 0.04
H -0.04 -0.05 0.01
H 0.03 0.02 0.03
H 0.02 0.02 0.01
H 0.00 0.00 -0.02
H -0.04 0.04 -0.07
C 0.81 0.00 0.32
O 0.07 -1.80 -0.94
P -2.34 4.45 0.54
O 0.57 -0.40 -0.16
O -0.26 0.21 -0.55
C 0.05 -0.06 0.24
O 1.50 -2.19 0.98
C 0.08 -0.02 -0.11
H -0.04 -0.04 0.00
H -0.23 -0.12 -0.31
H -0.14 -0.11 -0.03
H 0.02 -0.02 0.00
H 0.04 0.03 0.00
H -0.01 -0.03 -0.01
H 0.02 -0.04 -0.05
H -0.01 0.03 0.03
H -0.10 0.10 0.04
C 0.24 -0.47 -0.18
O -0.75 0.72 -1.64
P 1.32 1.04 4.38
O 0.13 -0.34 -0.58
O 0.09 0.45 -0.05
C -0.08 -0.20 0.08
O -0.97 -1.80 -1.90
C 0.12 0.18 -0.06
H -0.03 0.06 -0.03
H -0.04 0.26 -0.06
H -0.06 0.07 -0.01
H 0.00 0.01 -0.05
H 0.03 -0.02 -0.01
H -0.03 0.02 -0.03
H -0.03 0.01 0.01
H 0.00 0.01 0.03
H 0.00 0.03 0.08
C -0.48 -0.01 0.21
O -0.01 -1.62 -1.01
P 2.61 3.05 1.93
O -0.53 -0.30 0.04
O 0.41 -0.21 0.14
C -0.15 0.15 -0.06
O -2.27 -0.75 -1.24
C 0.01 -0.15 0.13
H 0.04 -0.05 -0.04
H 0.20 -0.15 -0.06
H 0.05 -0.02 -0.05
H -0.01 -0.04 -0.01
H -0.02 -0.01 0.03
H 0.01 -0.02 -0.03
H 0.01 0.02 -0.02
H 0.06 -0.01 0.00
H 0.10 0.07 0.06
C -0.06 -0.64 -0.43
O 0.43 2.20 -1.92
P -0.79 -3.98 6.88
O 0.35 -0.09 -0.75
O 0.72 0.77 -0.28
C -0.45 -0.05 -0.11
O -0.68 1.65 -3.36
C 0.13 -0.19 0.12
H 0.02 0.03 -0.01
H 0.21 0.14 -0.03
H 0.03 0.15 -0.06
H 0.05 0.00 -0.05
H 0.00 -0.04 0.00
H 0.05 0.05 -0.05
H 0.06 0.04 -0.01
H -0.03 -0.01 0.01
H -0.03 0.01 0.08

## Properties
electronic energy = -4325.66037 hartree
SMILES = NCCC1=CC(=O)C=CC1=O.COP(=O)(OC)OC.COP(=O)(OC)OC.COP(=O)(OC)OC.COP(=O)(OC)OC.COP(=O)(OC)OC
multiplicity = 1

=====

no.,LUMO (eV)
1,-1.921
2,-1.719